1.
Formula: C23H70O23
Source: the Open Molecules 2025 dataset
Level of theory: ωB97M-V/def2-TZVPD

Values from the calculation:
structure (SMILES) = OCCO.OCCO.OCCO.OCCO.OCCO.OCCO.OCCO.OCCO.OCCO.OCCO.OCCO.CO
molecular weight = 714.79 g mol⁻¹
LUMO energy = 0.183 eV
orbital gap = 9.89 eV

ORCA input file:
```
! RIJCOSX wB97M-V def2-TZVPD def2/J DEFGRID3
* xyz 0 1
H 1.4519 0.2407 6.7693
H 3.4635 2.4507 0.6832
O -2.0639 -3.4377 -0.7217
H -1.0284 -1.2135 5.6868
O 4.4704 -2.1478 -3.1741
H -5.0965 1.5480 -5.9129
O 2.5914 3.8658 -2.0052
H 1.0173 4.1270 -4.3934
C -1.9885 4.5128 -0.7900
H 1.9335 -1.7670 2.0744
C -2.3250 -4.6936 -1.2044
H -1.4035 -0.6138 -4.4285
H -0.5193 4.6025 0.4891
H -2.7420 -2.7298 4.5762
H 4.2506 -1.1304 -1.3992
H 2.7849 -1.3198 -2.3547
C -2.5708 -1.7561 -5.7768
C 4.0521 0.1973 -3.1177
O -2.3757 -3.5518 2.0607
C 2.5482 4.8038 -3.0716
H -2.1834 -3.4468 0.2613
C 0.4325 -0.1620 6.8827
H -0.9109 -0.9375 -1.6765
C 4.1667 1.8931 1.3006
H -1.0375 -3.4224 -4.6354
C -0.0227 -0.7796 5.5999
H 3.3324 -4.9139 2.5561
C 2.1008 4.3453 -4.4190
H -0.6018 2.7157 4.9677
H 4.0477 -2.6412 1.7791
O 4.8985 -4.3945 3.7924
H 5.0531 0.4132 -3.5090
H -4.2795 -2.6504 -6.0303
O -4.4585 -5.2550 -0.1062
O -0.4354 0.8778 7.3493
C -0.6830 -0.0304 0.2751
H 5.5484 -4.5166 3.1031
H -1.9010 -1.8159 -6.6409
H 2.5012 2.4153 -4.1669
H -2.4473 -4.0631 2.8687
H -5.7338 2.3602 -4.5117
H -5.8105 0.5001 -3.3904
O -1.1167 4.2594 3.7279
H -4.2805 -0.9164 3.0213
O 5.0533 1.2947 0.2860
H 4.8059 2.4995 1.9361
H -2.5506 -0.9324 2.8185
H -0.0669 4.3126 5.4883
C 3.4561 0.7630 2.0564
O -3.3989 -2.9351 -5.7793
O 0.2109 -0.0126 4.4269
H -0.6004 0.0639 3.9149
H 0.4455 -0.9524 7.6289
O 2.0978 -2.6742 2.3742
O 2.0368 2.7321 4.7054
H 2.2317 5.1430 -5.1467
C 1.1345 3.4295 3.9098
O 2.6470 -0.0357 1.1688
O -0.0186 1.0131 0.8978
H 2.9384 2.9754 -2.2712
H -2.5218 1.6734 -2.9160
H 2.9341 0.1657 0.2619
H -2.9462 1.0096 -4.9004
H 3.4054 0.2688 -3.9929
H 5.6302 0.6444 0.7022
H 2.8663 -4.2212 4.0887
C 3.4572 -2.7931 2.6993
H -3.2078 -0.8679 -5.8556
H 0.5414 -1.7302 5.4716
H -1.8622 -4.6550 -2.1881
C 3.8629 -1.1223 -2.4281
H 3.7626 -2.0084 3.4051
O -5.4100 0.3464 -4.2460
C -3.4109 -1.5798 3.0586
O -0.7934 -2.5587 -4.2953
H 2.7645 1.3121 2.7064
O -3.3820 -2.0350 4.4189
C -5.0283 1.5851 -4.8076
H -1.7854 3.5266 -1.2471
C 3.6243 -4.1670 3.3058
H 4.2765 1.3076 -1.4216
C -0.3084 -0.2033 -1.1572
H -0.9086 5.1932 3.6385
H -0.7489 1.3980 6.6037
H 4.1878 0.1434 2.5779
C -1.8242 -1.6230 -4.4898
H -3.6058 -2.2015 1.0568
H -0.6193 -0.9667 0.8374
C -3.8330 -4.8754 -1.3499
H 1.9599 5.6728 -2.7601
H 1.5388 4.3996 3.6300
H -4.2535 -6.1648 0.1190
O 3.7155 1.2715 -2.2267
H -1.5930 5.2742 -1.4612
O -3.3191 2.1188 -3.2246
H 0.5042 0.6771 1.6289
O 2.7263 3.0766 -4.8291
H 3.5637 5.2333 -3.1951
C -0.1977 3.6660 4.6104
H -4.1103 -5.6122 -2.1217
H 0.9020 2.8344 3.0140
H -3.2165 2.6990 -5.1812
H -1.7409 0.2757 0.2384
H 1.7338 1.8755 5.0197
H -1.9297 -5.4891 -0.5715
O -0.4230 1.0978 -1.8271
H 0.7756 -0.4070 -1.2266
O -1.4779 4.5172 0.5447
H -4.2893 -3.9283 -1.6233
H -4.4338 -3.2668 2.2357
H -2.5530 -1.6816 -3.6610
H -3.0736 4.5396 -0.7249
H 0.1397 1.6557 -1.2436
H 4.0037 -2.9534 -2.9288
C -3.5878 1.8414 -4.5957
C -3.5327 -2.6951 2.0214
*
```

Löwdin atomic charge list, values in e, 8 entries:
1 H 0.12
2 H 0.13
3 O -0.08
4 H 0.12
5 O -0.05
6 H 0.12
7 O -0.09
8 H 0.12

=====

2.
Formula: C37H41BrN4O2V
Source: the Open Molecules 2025 dataset
Level of theory: ωB97M-V/def2-TZVPD

Values from the calculation:
molecular weight = 704.61 g mol⁻¹
LUMO energy (spin up / spin down) = -3.220 / -3.327 eV
orbital gap (spin up / spin down) = 5.56 / 6.93 eV

ORCA input file:
```
! RIJCOSX wB97M-V def2-TZVPD def2/J DEFGRID3
* xyz 1 3
Br -5.0840 3.3830 3.7694
H -2.4042 -4.7252 5.9414
H -4.9265 1.3843 1.5916
C -0.3913 -5.4274 4.1909
H 0.6458 -5.4696 3.8639
H -1.8628 -3.8739 2.3032
C -0.4590 -3.0013 3.7132
H 3.5616 -3.6376 -1.1974
C 0.0373 -1.8831 -4.5623
H 2.2672 -0.0351 4.8195
C 0.9677 -0.3004 -3.0255
C 3.3513 2.2106 6.1326
H 3.9215 -0.4382 -1.4262
C -1.0843 -1.1904 -2.5403
H 1.2057 -3.8885 5.7907
H 5.6709 2.9763 3.7002
H 1.0045 -1.8317 4.7440
C 5.1254 0.7280 5.1389
H 1.7953 -3.5498 -1.1834
H 4.3937 4.0138 4.3696
H 4.0127 2.5234 6.9356
C -0.9080 -2.1782 1.4917
H 5.6950 0.4907 4.2427
N -0.0579 -1.1580 1.6265
C 1.5747 0.0426 2.7982
C -3.2860 -2.8091 -3.1596
C -1.5507 1.7000 1.1769
H -1.0289 -5.6571 3.3415
H 2.4777 2.1906 0.4849
O 1.6469 -1.0720 -0.3051
H 2.7972 1.3429 6.4780
N -0.0546 -0.3825 -2.2046
H 3.9193 3.0093 2.2974
C 1.0537 -1.0257 -4.2235
H -2.4330 -2.9973 5.5809
C 3.2555 1.5218 3.7341
C -0.7116 -4.0441 4.7791
C -2.3785 3.2126 2.8786
C 2.4739 1.7054 1.4602
C -2.1999 -2.8072 -3.9965
C 0.1459 -3.8311 6.0279
H 2.7250 -2.5547 -2.3176
C -3.9203 1.7432 1.7456
C -3.1206 0.2539 -0.0606
H 4.9099 -1.5803 -0.5008
C 2.7718 -1.8519 -0.2694
H 2.6479 3.0174 5.9410
H -0.5451 -6.1960 4.9442
H -0.0741 -4.6079 6.7555
C 4.1775 1.9100 4.8748
C -2.1932 -3.9796 5.1788
C -1.0873 -1.9851 -3.7194
N 1.6656 0.6584 1.5906
H 4.5815 -0.1606 5.4480
H 1.7628 0.3817 -2.7431
N -2.1447 -0.3689 -0.6118
H 5.6564 3.3748 5.4081
H 2.8327 -2.3129 0.7409
H 0.0755 -2.4696 -5.4684
H -0.3403 3.1130 2.2418
C -3.3153 -2.0024 -2.0198
C 2.7106 -2.9739 -1.3141
C 3.2802 2.1634 2.4786
H -4.1516 0.1504 -0.4208
H 1.9163 -0.9080 -4.8595
H -4.1452 -3.4225 -3.3869
C -2.8788 1.2116 0.9808
V 0.4806 -0.0425 0.1602
O -0.5651 1.1735 0.5293
H -2.2000 3.9786 3.6168
C 0.4310 -1.9565 3.8430
H -1.4173 -2.2538 0.5366
H -2.1876 -3.4244 -4.8828
H 5.8284 0.9853 5.9274
C 4.0121 -0.9704 -0.4807
C -1.3439 2.7281 2.1139
C 5.0220 3.1457 4.5560
H -2.8425 -4.1708 4.3285
C 0.6325 -1.0401 2.7989
C -2.2375 -1.1957 -1.7005
H -4.1816 -2.0167 -1.3759
C -3.6658 2.7094 2.6950
H -0.0693 -2.8717 6.4921
C 2.3682 0.4706 3.8728
H 4.0958 -0.2453 0.3271
C -1.1467 -3.0896 2.4817
*
```

Löwdin atomic charge list, values in e, 8 entries:
1 Br 0.74
2 H 0.09
3 H 0.11
4 C -0.03
5 H 0.09
6 H 0.12
7 C -0.13
8 H 0.08